(1)
{
  "formula": "C44H37BCl2MoN8O2S2Sb",
  "method": "wB97M-V/def2-TZVPD",
  "species": ["Mo", "C", "C", "C", "C", "C", "C", "N", "C", "C", "C", "C", "C", "C", "N", "N", "C", "C", "C", "C", "C", "N", "H", "H", "H", "H", "H", "H", "H", "H", "H", "H", "H", "H", "H", "B", "N", "C", "C", "C", "N", "N", "C", "C", "C", "N", "H", "H", "H", "H", "H", "H", "H", "H", "S", "C", "Cl", "C", "Cl", "C", "O", "O", "H", "S", "Sb", "C", "C", "C", "C", "C", "C", "C", "C", "C", "C", "C", "C", "C", "C", "C", "C", "C", "C", "H", "H", "H", "H", "H", "H", "H", "H", "H", "H", "H", "H", "H", "H", "H"],
  "xyz": [[1.463, 0.563, -1.421], [0.317, -4.912, -1.832], [-0.597, -4.142, -1.130], [-0.651, -2.775, -1.326], [0.224, -2.155, -2.219], [1.113, -2.945, -2.949], [1.162, -4.312, -2.750], [0.216, -0.760, -2.387], [-0.839, -0.212, -3.058], [-2.014, -0.856, -3.450], [-2.974, -0.156, -4.161], [-2.773, 1.175, -4.516], [-1.615, 1.836, -4.151], [-0.650, 1.157, -3.406], [0.540, 1.634, -2.961], [1.005, 2.793, -3.379], [2.134, 3.137, -2.774], [2.761, 4.376, -3.056], [3.927, 4.696, -2.420], [4.481, 3.781, -1.511], [3.822, 2.599, -1.278], [2.671, 2.271, -1.859], [0.364, -5.978, -1.664], [-1.271, -4.607, -0.425], [-1.359, -2.171, -0.772], [1.753, -2.489, -3.688], [1.857, -4.910, -3.322], [-2.174, -1.893, -3.193], [-3.884, -0.660, -4.457], [-3.525, 1.690, -5.095], [-1.444, 2.866, -4.422], [2.274, 5.039, -3.752], [4.421, 5.638, -2.606], [5.402, 3.992, -0.993], [4.224, 1.875, -0.583], [4.419, -1.261, -1.158], [3.841, -1.051, -2.572], [4.353, -1.501, -3.716], [3.691, -0.889, -4.768], [2.761, -0.064, -4.156], [2.863, -0.183, -2.827], [3.268, -1.648, -0.212], [3.390, -2.382, 0.890], [2.169, -2.419, 1.542], [1.341, -1.656, 0.739], [2.021, -1.185, -0.309], [4.893, -0.227, -0.788], [5.211, -2.143, -1.185], [5.149, -2.218, -3.731], [3.868, -1.021, -5.814], [2.033, 0.587, -4.606], [4.325, -2.826, 1.164], [1.927, -2.911, 2.461], [0.301, -1.432, 0.887], [0.420, 3.783, -0.124], [0.316, 2.219, -0.473], [3.846, 3.371, 1.948], [3.036, 2.012, 2.718], [4.209, 0.772, 3.195], [2.042, 1.304, 1.755], [1.001, 0.895, 2.259], [2.426, 1.202, 0.572], [2.524, 2.366, 3.615], [-0.692, 0.970, -0.122], [-1.664, -0.041, 2.460], [-3.550, 0.388, 1.478], [-4.565, 1.057, 2.142], [-5.714, 1.428, 1.464], [-5.842, 1.159, 0.112], [-4.832, 0.488, -0.555], [-3.700, 0.089, 0.132], [-1.745, 1.567, 3.895], [-1.705, 1.376, 5.265], [-1.681, 2.473, 6.114], [-1.687, 3.757, 5.596], [-1.724, 3.946, 4.224], [-1.746, 2.852, 3.376], [-2.258, -1.917, 3.409], [-3.282, -2.658, 2.841], [-3.471, -3.979, 3.211], [-2.629, -4.562, 4.143], [-1.605, -3.823, 4.713], [-1.406, -2.510, 4.326], [-4.452, 1.295, 3.192], [-6.505, 1.947, 1.986], [-6.725, 1.478, -0.424], [-4.914, 0.291, -1.614], [-2.919, -0.440, -0.400], [-1.696, 0.375, 5.675], [-1.653, 2.323, 7.184], [-1.664, 4.611, 6.259], [-1.727, 4.946, 3.813], [-1.754, 3.001, 2.304], [-3.941, -2.199, 2.116], [-4.261, -4.556, 2.750], [-2.761, -5.598, 4.415], [-0.947, -4.275, 5.443], [-0.583, -1.941, 4.739]],
  "atomic_forces_ev_per_a": [[-0.0347, 0.5474, 2.7050], [-0.0120, -0.0926, 0.0625], [-0.0904, -0.1105, -0.0019], [0.1484, 0.2267, -0.1251], [0.0276, -1.0144, 0.0459], [-0.1673, 0.2490, 0.0503], [-0.0531, -0.0623, 0.0495], [-0.7673, 0.2759, -0.8466], [0.9180, 0.3329, 0.3145], [-0.5961, -0.1454, -0.2746], [0.5202, -0.4877, 0.3167], [0.2606, 0.7287, -0.1588], [-0.2336, -0.0241, -0.1711], [-0.8307, -0.6853, -0.4774], [1.2458, 2.4545, -0.4567], [-2.8241, -1.8556, -0.4880], [2.3766, 0.6385, 1.4006], [-0.6999, -0.8030, -0.1876], [0.4944, -0.3472, 0.5552], [-0.3241, 0.5536, -0.6605], [0.3946, -0.5552, 0.3833], [-0.5299, 0.9139, -0.8418], [-0.0054, -0.0916, -0.0033], [-0.0270, -0.0222, 0.0639], [-0.0098, 0.0413, 0.0598], [0.1019, 0.1370, -0.0170], [0.0704, -0.0508, -0.0300], [0.0253, 0.0179, -0.0273], [-0.0300, -0.0116, 0.0057], [-0.0440, 0.0988, 0.0258], [-0.0114, 0.1180, -0.0071], [-0.0250, 0.0248, -0.1149], [-0.0256, 0.0738, -0.0437], [0.0389, -0.0278, 0.0666], [-0.0903, 0.0503, -0.0079], [-0.0847, 0.2427, 0.2267], [0.3397, -0.4901, -0.0275], [-0.1272, 0.1249, -0.2712], [0.0254, 0.0329, 0.1217], [0.0802, -0.0475, -0.1699], [0.1721, -0.0130, -0.4635], [0.7115, -0.2759, -0.0244], [-0.2887, -0.0330, 0.1574], [0.0445, 0.0532, -0.1811], [-0.1705, -0.2282, 0.3599], [-0.7696, -0.0513, 0.2811], [0.1721, 0.3232, 0.0537], [0.2430, -0.2652, -0.0708], [0.1682, -0.0813, 0.1586], [0.0009, -0.0206, -0.2278], [-0.0730, -0.0207, -0.0051], [0.2645, -0.1013, -0.1022], [-0.0865, -0.1152, 0.1338], [0.0224, 0.1352, -0.0273], [0.3552, -0.0783, -0.3950], [-1.0915, 0.2917, 0.4729], [0.1056, 0.3104, 0.0803], [-0.3138, -0.3092, -0.1832], [0.2119, -0.1086, 0.2007], [-0.7328, 0.1012, 1.5094], [0.5968, 0.3095, 0.1299], [0.5859, -0.1608, -2.2711], [0.0831, -0.1205, -0.2707], [1.4385, 0.3889, -1.3093], [-0.6102, -0.8902, 0.5163], [0.5150, -0.0787, 0.5842], [-0.1501, 0.0580, 0.0169], [-0.1104, 0.1061, 0.0878], [-0.0543, 0.0080, -0.0620], [-0.0568, -0.0571, -0.1506], [-0.0230, -0.0358, -0.0378], [-0.1878, -0.7280, -0.3211], [-0.0227, 0.0097, 0.1005], [0.0476, -0.0176, 0.1595], [-0.0349, 0.0280, 0.0492], [0.0377, 0.0988, -0.0729], [0.0303, 0.0547, -0.0912], [-0.0352, 0.9888, -0.1508], [-0.1785, -0.0051, 0.0784], [0.0088, -0.1129, -0.1243], [-0.0124, -0.0924, 0.0439], [0.1119, -0.0991, 0.0469], [0.0038, 0.0224, 0.1807], [-0.0470, 0.0544, 0.0494], [-0.0835, 0.0558, 0.0600], [-0.0826, 0.0205, -0.0358], [-0.0463, -0.0634, -0.1080], [0.0133, -0.0592, -0.0853], [-0.0298, -0.0790, 0.0767], [0.0022, -0.0122, 0.0775], [-0.0047, 0.0365, 0.0480], [0.0049, 0.0633, -0.0297], [-0.0156, 0.0977, -0.1085], [-0.0837, 0.0006, -0.0707], [-0.0689, -0.0587, 0.0298], [-0.0489, -0.1373, 0.0812], [0.0256, -0.0576, 0.0276], [0.1125, -0.0075, 0.0846]],
  "s_squared": 0.86,
  "multiplicity": 2,
  "homo_lumo_gap_ev": [4.65, 4.51],
  "homo_energy_ev": [-6.9, -6.9],
  "e_lumo_ha": [-0.0839, -0.0886],
  "total_charge": 0
}

***

(2)
{
  "formula": "C12H12N2O4S2",
  "method": "wB97M-V/def2-TZVPD",
  "species": ["O", "N", "O", "C", "C", "C", "C", "C", "C", "H", "H", "H", "S", "O", "O", "N", "H", "C", "H", "C", "C", "C", "C", "C", "S", "H", "H", "H", "H", "H", "H", "H"],
  "xyz": [[-0.454, 3.790, -0.179], [0.752, 3.428, -0.326], [1.596, 4.110, -0.863], [1.316, 2.302, 0.237], [0.525, 1.497, 0.860], [0.944, 0.509, 1.545], [2.149, 0.190, 1.311], [3.248, 0.783, 0.542], [2.753, 1.988, -0.018], [3.230, 2.562, -0.655], [4.256, 0.589, 0.559], [2.820, -0.823, 1.847], [-0.092, -0.664, 2.410], [-0.779, 0.263, 3.629], [0.766, -1.752, 3.024], [-1.272, -0.952, 1.464], [-2.261, -0.867, 1.614], [-1.048, -2.279, 0.786], [-0.307, -3.094, 1.567], [-0.291, -2.076, -0.446], [-0.918, -1.289, -1.510], [-2.182, -1.396, -2.018], [-2.628, -0.453, -2.770], [-1.953, 0.752, -2.686], [-0.240, 0.249, -1.699], [-2.005, 1.496, -3.202], [-3.625, -0.560, -3.649], [-2.537, -2.579, -1.959], [-0.161, -3.026, -0.983], [0.658, -1.717, -0.330], [-1.844, -2.856, 0.711], [-0.416, 1.875, 1.186]],
  "atomic_forces_ev_per_a": [[2.6549, -1.5381, -0.3589], [-1.8713, 3.7180, -0.2680], [-0.2963, 1.2698, -1.0845], [4.9044, -0.6342, -2.0236], [-5.8425, 4.2232, 1.0813], [-1.3993, -5.8410, 2.6022], [12.8321, -6.9058, 1.1916], [-6.7589, 4.1982, 0.1985], [-3.8523, -3.8318, 3.1524], [2.5439, 2.9033, -2.6740], [1.9167, -1.1920, 0.0058], [-3.1485, 2.6478, -1.1176], [0.7384, 4.5209, 11.7005], [2.5243, -3.4318, -5.3492], [-2.4163, 2.3330, -2.9697], [-1.2491, -3.9138, -3.0781], [0.0574, 0.9293, 1.2286], [5.8227, -0.0714, 3.3312], [-2.1609, 2.7623, -2.2067], [-1.1081, -2.8887, -2.8731], [-1.0011, 2.2316, 1.0012], [2.2462, -10.2118, 3.2476], [-4.7836, 6.4692, -6.1709], [2.9852, -10.6714, 6.5527], [-3.6218, 1.6781, -2.6343], [-0.3605, 8.7145, -5.7333], [3.1285, 0.3860, 3.2232], [0.1718, 3.3675, -0.2133], [0.2597, -0.5097, 0.6937], [2.6038, 0.8545, 0.8680], [-4.2438, -1.8851, -0.5601], [-1.2755, 0.3192, -0.7633]],
  "multiplicity": 1,
  "homo_lumo_gap_ev": 7.85,
  "homo_energy_ev": -8.9,
  "e_lumo_ha": -0.0382,
  "total_charge": 0
}

***

Here are the calculated DFT total energy numbers, same order: -4337.50612; -1670.81458 (Ha).
Here are the calculated energy relative to the best compared isomer or geometry (same formula, charge and spin) numbers, same order: 177.4; 1224.9 (kJ/mol).